No. 1
This record from OMol25 describes a structure of composition C16H28BNO32S6. The level of theory is ωB97M-V/def2-TZVPD.

Results
Relative energy (zero: lowest compared OMol25 entry of this formula, charge and spin) = 0.0 kcal per mole
Kohn-Sham gap = 8.81 eV
E = -149744.7851 eV
Charge = 0

Geometry as XYZ:
```
84
Properties=species:S:1:pos:R:3:mulliken_charge:R:1
H -0.039 3.584 4.227 0.306
H -2.473 -4.739 -1.209 0.169
O 2.210 3.595 -3.716 -0.294
H 6.571 1.524 2.365 0.335
C 0.085 5.356 2.900 -0.492
C -0.626 -2.721 3.365 0.743
H 1.985 5.703 -3.919 0.394
C -2.775 -4.620 0.971 -0.027
C 5.704 1.613 1.718 -0.506
C 0.220 4.624 -3.159 -0.047
H -1.135 -2.673 2.405 -0.692
H 1.130 4.738 -5.063 0.345
H 0.584 0.090 -0.950 0.046
O 1.604 1.666 -2.409 -0.141
O 2.449 -1.217 4.470 -0.636
H 5.971 2.305 0.916 0.299
C -1.141 -1.606 4.269 -0.477
O 3.763 0.989 -0.573 -0.525
S -3.575 -2.229 0.812 0.987
O -0.103 3.221 -3.286 -0.232
H 1.387 4.576 4.444 0.291
O 3.360 1.320 1.821 0.018
O 0.015 -2.510 0.509 0.146
C 0.260 -3.205 -0.443 0.530
O -0.723 -8.067 -2.800 -0.591
H -0.931 5.529 3.235 0.316
N 0.418 0.241 0.052 1.386
H -0.606 5.216 -3.537 0.315
O 2.408 4.847 1.070 -0.636
O -1.922 -0.051 -1.594 -0.209
H -1.600 -0.812 3.676 0.179
H -5.042 1.267 -3.927 0.330
O 0.004 4.873 1.548 -0.326
S 1.306 3.989 1.288 0.890
H -0.715 -3.757 3.691 0.346
C -0.123 -7.117 -2.397 0.569
O 0.786 -2.482 3.228 -0.332
H -3.182 -5.525 1.409 0.449
O 0.617 -3.781 -2.654 -0.524
H 4.270 3.133 2.203 0.216
O 3.327 -0.925 0.894 -0.516
O 0.673 -1.571 -2.197 -0.538
O 1.397 3.373 2.741 -0.220
O 0.995 2.993 0.354 -0.305
H -1.694 -4.586 1.127 0.003
H -4.166 -4.765 -0.652 0.332
C 4.419 2.074 2.421 -0.244
H -3.880 2.398 -4.717 0.321
O -2.963 0.956 -3.655 -0.267
H 0.643 -0.585 0.615 -0.166
O -2.520 -1.330 1.070 -0.376
H -3.498 3.571 -2.640 0.214
H -5.086 2.990 -2.281 0.321
S 3.887 0.347 0.676 1.021
O 2.090 -8.043 -1.836 -0.570
C -3.170 -4.351 -0.471 -0.202
O 1.050 1.682 -4.814 -0.621
H 0.410 4.782 -2.096 0.022
O 5.403 0.341 1.146 -0.391
O 0.907 -0.058 2.948 -0.227
O 1.729 -5.817 -1.911 -0.459
S 1.184 -1.107 3.870 1.016
C 0.701 4.178 3.696 -0.371
O -4.261 -0.417 -2.119 -0.658
O -3.241 -2.928 -0.573 -0.298
O 0.276 -4.519 -0.438 -0.705
H -1.900 -1.936 4.974 0.438
O 0.006 -1.084 4.953 -0.436
O -0.588 -5.884 -2.246 -0.559
O -3.482 1.841 -1.553 -0.297
H 0.729 6.230 2.956 0.340
H 4.391 1.943 3.500 0.301
S 1.224 2.352 -3.586 0.771
C -4.084 2.654 -2.555 -0.312
C 1.467 4.754 -4.017 -0.579
S -3.114 0.403 -2.173 0.888
O -4.915 -1.791 0.888 -0.618
H 0.858 1.088 0.423 -0.097
C -4.102 1.804 -3.835 -0.460
O -3.382 -3.527 1.702 -0.426
B 0.521 -4.993 -1.820 1.052
C 1.378 -7.104 -2.004 0.579
C 0.572 -2.725 -1.878 0.187
H -0.586 0.402 0.157 0.198
```


No. 2
This record from OMol25 describes a structure of composition C16H28Br2F3INNbO. The level of theory is ωB97M-V/def2-TZVPD.

Results
Kohn-Sham gap = 1.84 eV
E = -178460.0397 eV
Charge = 0

Geometry as XYZ:
```
53
Properties=species:S:1:pos:R:3:mulliken_charge:R:1
H 3.439 -1.401 -6.378 0.439
H 0.690 -1.206 -4.869 0.406
F -7.058 -0.334 2.825 -0.229
H 4.505 -1.658 -5.022 0.391
H -3.308 0.871 5.628 0.377
C 1.335 -0.407 -5.238 -1.799
H -3.937 0.783 1.846 0.041
Br -1.903 -1.904 5.909 -0.184
C 2.727 -0.445 -4.565 1.525
C 3.455 -1.579 -5.305 -1.729
H -3.566 2.171 4.459 0.344
C 1.089 -1.528 5.327 -1.342
C 2.428 0.097 -0.698 -1.560
H -5.643 1.407 5.632 0.295
H 0.846 -2.599 5.431 0.351
N 2.597 -0.721 -3.092 0.853
H 0.366 1.452 -1.636 0.447
H -5.833 1.396 3.879 0.278
H 1.899 2.306 -4.350 0.325
H 1.025 -0.988 6.287 0.329
Nb -2.701 0.026 2.951 -0.914
C -1.184 -0.899 4.376 0.355
C 2.918 1.714 -2.536 -1.233
C 2.910 2.048 -4.025 -0.513
O 3.655 -1.156 -2.694 -0.370
H 4.527 0.765 -4.604 0.390
C 0.661 0.607 -2.257 -1.493
I -1.633 -1.304 0.687 -0.235
F -7.498 -1.996 4.247 -0.248
H 3.489 0.060 -0.447 0.386
C 3.462 0.879 -4.837 -1.219
Br 1.023 0.170 2.900 -0.168
H -3.739 -1.484 3.187 0.124
H 0.263 0.818 -3.246 0.255
C -6.759 -0.926 3.969 0.423
H 2.131 -1.482 4.959 0.350
C -3.740 1.083 4.629 -0.805
C -5.293 0.901 4.703 -0.457
H 2.475 2.538 -1.976 0.449
H 0.817 0.542 -5.116 0.364
H 1.974 -0.855 -0.410 0.468
H 2.975 -2.542 -5.118 0.452
C 2.184 0.403 -2.193 1.281
H 0.148 -0.274 -1.874 0.266
H 3.961 1.647 -2.204 0.388
C -5.790 -0.531 4.772 0.322
F -5.288 -1.462 5.604 -0.292
H 3.406 1.115 -5.900 0.390
H -1.600 1.455 2.654 0.069
H 3.525 2.933 -4.200 0.423
C 0.154 -0.837 4.318 0.371
H 1.986 0.872 -0.075 0.377
H 1.426 -0.541 -6.315 0.487
```


No. 3
This record from OMol25 describes a structure of composition C16H28Cl3N4PPtSSi. The level of theory is ωB97M-V/def2-TZVPD.

Results
Relative energy (zero: lowest compared OMol25 entry of this formula, charge and spin) = 0.0 kcal per mole
Kohn-Sham gap = 7.17 eV
E = -91829.0265 eV
Charge = 0

Geometry as XYZ:
```
55
Properties=species:S:1:pos:R:3:mulliken_charge:R:1
H -1.701 -3.131 2.935 0.343
H 1.502 -4.918 -0.969 0.283
C -4.639 0.565 0.090 -0.867
H -0.805 -5.399 0.048 0.367
N -2.259 0.591 -0.101 -0.054
Si -0.353 -0.185 2.876 0.264
H -3.376 3.557 1.017 0.409
C 2.041 -3.262 2.050 -1.369
H -0.871 3.576 0.469 0.415
N 3.482 2.518 0.019 -0.446
C -3.425 2.538 0.657 -0.714
C -2.214 -2.902 2.006 -1.582
H 1.339 -3.798 2.691 0.211
C -2.257 1.848 0.354 0.591
H 3.028 -3.710 2.187 0.477
H 1.405 -5.516 0.689 0.324
H -1.767 -4.177 -1.714 0.350
C -1.253 -4.944 0.930 -1.761
Cl -2.271 0.509 3.431 -0.301
H 3.563 3.361 0.564 0.251
Cl -0.050 -1.730 4.252 -0.345
N 1.293 2.532 0.613 -1.314
H 2.084 -2.228 2.388 0.177
N 0.125 1.815 0.621 0.822
Cl 0.893 1.268 3.697 -0.310
H -3.197 -3.379 2.041 0.497
H -0.894 -1.781 -1.791 0.296
C -1.465 -3.436 0.792 1.393
H -0.152 -4.732 -2.149 0.241
P 0.051 -2.510 0.233 -0.231
H -2.215 -5.429 1.106 0.458
H 4.310 1.961 -0.096 0.220
S 2.241 0.242 -0.529 -0.623
C 1.071 -2.327 -2.438 -1.308
C -0.193 -2.610 -1.625 0.610
C -3.424 -0.034 -0.210 0.055
Pt 0.168 -0.283 0.657 1.126
H 2.944 -4.975 0.036 0.452
C 1.871 -4.772 0.045 -1.675
H -3.387 -1.060 -0.563 0.331
H 2.316 -2.677 0.029 0.334
H -0.616 -5.161 1.790 0.288
C -4.635 1.881 0.525 -0.364
C 2.294 1.858 0.117 0.597
H -2.128 -3.261 -0.060 0.069
H -2.368 -1.825 1.952 0.053
C 1.650 -3.355 0.576 0.939
H 1.520 -1.367 -2.211 0.200
H 1.820 -3.108 -2.290 0.255
H -5.563 0.015 -0.026 0.408
H 0.813 -2.324 -3.499 0.487
H -1.057 -3.709 -3.247 0.487
C -0.835 -3.884 -2.192 -1.673
H -5.561 2.384 0.767 0.425
C -0.952 2.495 0.503 -0.568
```


No. 4
This record from OMol25 describes a cluster of 3 separate species, C16H28ClNO8P in total. The level of theory is ωB97M-V/def2-TZVPD.

Results
Kohn-Sham gap = 7.93 eV
E = -56722.3514 eV
Charge = +1

Geometry as XYZ:
```
55
Properties=species:S:1:pos:R:3:mulliken_charge:R:1
C -1.661 0.141 0.055 0.402
C 8.248 -2.135 2.250 0.785
O -9.262 1.155 -3.175 -0.551
O -10.540 -0.598 -2.552 -0.342
O 3.221 0.701 -0.577 -0.345
C 1.100 -0.186 0.067 0.358
H 8.920 -3.860 4.047 0.300
P -3.507 0.360 -0.078 0.408
H 6.808 0.659 0.881 0.315
H -1.423 0.310 -2.094 0.443
H 8.580 -2.337 4.906 0.293
C 2.604 -0.328 0.142 -0.727
H 6.914 -2.310 0.129 0.340
C -7.093 -0.172 -2.390 -0.317
H -11.868 0.973 -2.257 0.295
H 2.892 -1.283 -0.304 0.349
C 0.452 0.003 -1.131 -0.643
H 2.925 -0.340 1.192 0.409
O 9.349 -2.118 2.988 -0.335
H 0.851 -0.355 2.070 0.300
H -11.605 0.511 -3.957 0.302
H -6.973 0.270 -0.287 0.302
C -6.808 0.773 -1.242 -0.728
H -7.462 1.643 -1.281 0.350
H -6.415 -1.024 -2.367 0.295
H -6.980 0.328 -3.351 0.339
H 4.099 1.503 1.135 0.306
H 1.738 2.454 1.086 0.241
H -3.621 2.520 0.251 0.329
O 8.468 -1.404 1.155 -0.347
H -5.773 1.117 -1.287 0.091
N 0.366 -0.216 1.190 0.097
O -3.530 1.928 -0.510 -0.428
H 4.420 2.310 -0.380 0.354
H 10.262 -2.850 4.635 0.224
C -0.923 0.159 -1.141 -0.612
C 9.259 -2.842 4.222 -0.630
C 7.361 -1.324 0.251 -0.528
H 7.790 -1.028 -0.704 0.352
H 2.070 3.158 -0.495 0.300
H 5.549 -0.202 -0.028 0.196
O -8.403 -0.741 -2.290 -0.370
C -9.394 0.050 -2.718 0.788
H -12.534 -0.557 -2.878 0.223
H 5.890 -0.628 1.662 0.329
H 2.957 3.712 0.948 0.428
C 3.631 1.826 0.198 -0.152
C -0.975 -0.060 1.213 -0.228
C -11.705 0.141 -2.940 -0.630
H -1.448 -0.112 2.184 0.362
Cl -3.958 0.450 1.917 -0.266
C 2.533 2.844 0.441 -1.219
H 1.048 0.033 -2.035 0.485
C 6.337 -0.312 0.718 -0.722
O 7.222 -2.709 2.517 -0.568
```


- Look up the E of the third one.
  -91829.0265 eV


Copy entry 2 word for word.
This record from OMol25 describes a structure of composition C16H28Br2F3INNbO. The level of theory is ωB97M-V/def2-TZVPD.

Results
Kohn-Sham gap = 1.84 eV
E = -178460.0397 eV
Charge = 0

Geometry as XYZ:
```
53
Properties=species:S:1:pos:R:3:mulliken_charge:R:1
H 3.439 -1.401 -6.378 0.439
H 0.690 -1.206 -4.869 0.406
F -7.058 -0.334 2.825 -0.229
H 4.505 -1.658 -5.022 0.391
H -3.308 0.871 5.628 0.377
C 1.335 -0.407 -5.238 -1.799
H -3.937 0.783 1.846 0.041
Br -1.903 -1.904 5.909 -0.184
C 2.727 -0.445 -4.565 1.525
C 3.455 -1.579 -5.305 -1.729
H -3.566 2.171 4.459 0.344
C 1.089 -1.528 5.327 -1.342
C 2.428 0.097 -0.698 -1.560
H -5.643 1.407 5.632 0.295
H 0.846 -2.599 5.431 0.351
N 2.597 -0.721 -3.092 0.853
H 0.366 1.452 -1.636 0.447
H -5.833 1.396 3.879 0.278
H 1.899 2.306 -4.350 0.325
H 1.025 -0.988 6.287 0.329
Nb -2.701 0.026 2.951 -0.914
C -1.184 -0.899 4.376 0.355
C 2.918 1.714 -2.536 -1.233
C 2.910 2.048 -4.025 -0.513
O 3.655 -1.156 -2.694 -0.370
H 4.527 0.765 -4.604 0.390
C 0.661 0.607 -2.257 -1.493
I -1.633 -1.304 0.687 -0.235
F -7.498 -1.996 4.247 -0.248
H 3.489 0.060 -0.447 0.386
C 3.462 0.879 -4.837 -1.219
Br 1.023 0.170 2.900 -0.168
H -3.739 -1.484 3.187 0.124
H 0.263 0.818 -3.246 0.255
C -6.759 -0.926 3.969 0.423
H 2.131 -1.482 4.959 0.350
C -3.740 1.083 4.629 -0.805
C -5.293 0.901 4.703 -0.457
H 2.475 2.538 -1.976 0.449
H 0.817 0.542 -5.116 0.364
H 1.974 -0.855 -0.410 0.468
H 2.975 -2.542 -5.118 0.452
C 2.184 0.403 -2.193 1.281
H 0.148 -0.274 -1.874 0.266
H 3.961 1.647 -2.204 0.388
C -5.790 -0.531 4.772 0.322
F -5.288 -1.462 5.604 -0.292
H 3.406 1.115 -5.900 0.390
H -1.600 1.455 2.654 0.069
H 3.525 2.933 -4.200 0.423
C 0.154 -0.837 4.318 0.371
H 1.986 0.872 -0.075 0.377
H 1.426 -0.541 -6.315 0.487
```


- Which formula does entry 1 have?
  C16H28BNO32S6